[1]
This record from the OMol25 dataset describes 7 unconnected molecules or ions with the total composition C36H24BF4O24 at a distorted geometry. The level of theory is ωB97M-V with the def2-TZVPD basis set.

Structure (XYZ):
```
89
Properties=species:S:1:pos:R:3:forces:R:3:lowdin_charge:R:1
B -0.575 -0.938 1.206 -2.439 0.968 -0.754 -1.2854
F -0.993 -1.130 2.511 0.415 0.373 1.010 0.1557
F -0.943 0.334 0.674 0.352 -0.173 0.689 0.1165
F 0.760 -1.111 1.050 1.383 -0.355 0.103 0.1907
F -1.317 -1.880 0.498 -0.211 -0.978 -0.899 0.1342
C -1.358 1.820 -4.183 -3.602 3.233 -7.514 0.1460
C -2.482 2.161 -5.214 7.741 -1.546 2.721 -0.1181
C -3.794 1.894 -4.808 -3.834 -0.172 2.210 -0.3765
O -4.755 2.111 -5.556 0.903 -0.349 0.147 0.0756
C -4.057 1.444 -3.381 0.196 -0.715 1.339 0.0994
C -2.998 1.239 -2.469 -4.468 0.316 1.020 -0.1781
C -1.649 1.555 -2.843 1.759 -1.331 0.197 -0.4062
O -0.715 1.369 -2.084 -0.133 0.320 0.895 0.1292
O -3.163 0.888 -1.141 -4.297 0.751 -4.117 0.1181
O -2.250 2.486 -6.524 7.918 1.052 6.199 0.1525
H -0.316 1.973 -4.482 -0.461 -0.208 0.173 0.1179
H -5.205 1.284 -3.166 2.723 0.256 -0.198 0.1563
H -2.370 0.775 -0.722 3.991 -0.298 1.730 0.0138
H -2.981 2.345 -6.925 -8.224 -1.288 -4.661 -0.0118
C 5.473 0.346 -2.243 -2.087 0.854 -5.554 0.0900
C 4.470 0.888 -3.211 1.974 -1.647 3.316 -0.1446
C 2.974 0.976 -2.770 2.194 -0.310 2.828 -0.3823
O 2.138 1.489 -3.451 -0.634 0.587 -1.761 0.1081
C 2.702 0.577 -1.382 3.786 -3.650 3.108 0.1270
C 3.725 -0.242 -0.532 -7.912 1.912 -1.593 -0.1451
C 5.063 -0.426 -0.963 3.648 2.063 -2.122 -0.3905
O 5.941 -0.942 -0.308 -0.471 -0.577 0.116 0.1217
O 3.294 -0.925 0.573 0.043 1.335 -1.606 0.0772
O 4.657 1.443 -4.453 5.620 -3.100 3.132 0.1106
H 6.508 0.233 -2.808 -1.986 0.085 2.061 0.1434
H 1.699 0.700 -0.962 0.368 -0.044 -0.358 0.0929
H 2.287 -0.875 0.617 1.482 0.020 0.038 0.0932
H 3.848 1.758 -4.593 -5.714 2.474 -1.789 0.0084
C 2.055 -2.010 -4.046 4.564 -3.653 5.749 0.1170
C 2.889 -2.782 -2.992 -0.792 2.649 -5.403 -0.1469
C 2.324 -3.294 -1.746 -3.181 -1.859 2.390 -0.3324
O 2.882 -4.020 -0.896 0.584 1.715 -2.202 0.0862
C 0.870 -3.042 -1.544 1.208 4.321 -9.605 0.1113
C 0.118 -2.216 -2.487 -0.366 -0.114 5.381 -0.0718
C 0.710 -1.629 -3.702 1.673 -2.002 -0.230 -0.4318
O 0.123 -0.970 -4.489 -2.279 2.014 -1.387 0.1460
O -1.100 -1.567 -2.137 2.189 -2.042 -0.985 0.0556
O 4.189 -3.143 -3.213 -1.099 -0.160 2.309 0.0523
H 2.540 -1.636 -4.922 0.087 0.018 -0.369 0.1088
H 0.463 -3.150 -0.697 -2.828 -1.411 6.458 0.0255
H -1.398 -1.820 -1.231 0.554 0.038 -0.400 0.0906
H 4.451 -3.559 -2.309 -0.285 0.590 -1.860 0.1541
C 2.155 4.455 1.452 -10.207 -1.648 -3.399 0.1425
C 0.977 3.567 0.993 5.687 2.552 2.454 -0.1083
C -0.283 4.238 0.849 -3.783 -5.159 -1.641 -0.3678
O -1.303 3.509 0.490 3.221 2.497 1.149 0.0673
C -0.412 5.568 1.119 2.732 5.909 0.325 0.0903
C 0.794 6.472 1.433 -11.091 -0.051 -1.673 -0.1079
C 2.025 5.870 1.598 6.076 0.021 1.740 -0.3778
O 3.039 6.547 1.956 -2.264 -1.038 -0.839 0.0832
O 0.551 7.800 1.667 8.080 -4.490 2.089 0.1491
O 1.071 2.255 0.857 6.730 4.295 -0.429 0.1649
H 2.976 3.995 1.593 5.942 -2.843 1.122 0.0400
H -1.452 5.814 0.778 1.128 0.970 0.906 0.1415
H -0.156 8.244 1.433 -5.935 2.200 -2.201 0.0352
H 0.334 1.805 0.968 -6.503 -3.279 0.351 0.0046
C 3.809 -1.345 5.721 3.701 3.377 -0.055 0.0770
C 4.029 0.024 5.203 -2.903 -4.652 0.807 -0.2148
C 2.860 0.731 4.463 1.168 -8.599 3.755 -0.4980
O 2.912 1.840 4.250 0.925 9.103 -1.957 0.1709
C 1.774 -0.095 4.219 -2.896 -8.306 0.157 0.1002
C 1.639 -1.639 4.548 0.683 4.463 -4.784 -0.0381
C 2.711 -2.287 5.353 0.571 3.604 0.822 -0.4232
O 2.608 -3.379 5.786 0.027 -2.444 0.625 0.1413
O 0.993 -2.573 3.750 1.237 1.498 2.719 0.0983
O 5.049 0.811 5.388 0.334 1.779 1.387 0.0818
H 4.658 -1.728 6.453 -1.995 0.592 -1.739 0.1447
H 1.183 0.177 3.393 -1.162 0.526 -0.611 0.0746
H 0.366 -2.198 3.130 -0.449 0.808 -0.210 0.0652
H 4.673 1.761 5.455 0.782 -1.741 -0.773 0.1681
C -5.524 -4.907 2.197 3.289 5.928 2.159 0.0930
C -4.735 -3.630 2.623 -0.745 -8.714 -2.148 -0.1117
C -5.223 -2.322 2.254 -2.303 -0.090 0.120 -0.4253
O -4.648 -1.367 2.707 0.865 1.249 -0.114 0.1337
C -6.520 -2.302 1.583 -3.285 -3.612 -2.148 0.1001
C -7.338 -3.573 1.228 2.782 6.620 1.463 -0.1415
C -6.774 -4.891 1.585 -3.520 -2.528 -1.289 -0.3765
O -7.471 -5.927 1.289 2.276 2.809 0.877 0.0512
O -8.570 -3.514 0.734 1.129 -2.988 0.884 0.1320
O -3.461 -3.816 3.063 -1.766 3.000 -1.157 0.0955
H -5.181 -5.863 2.373 1.247 -1.664 0.651 0.0867
H -6.913 -1.316 1.273 0.175 -0.712 0.340 0.1102
H -8.856 -2.715 0.369 -0.157 2.296 -0.607 0.0968
H -3.101 -2.877 2.880 0.124 -1.497 0.920 0.1463
```
Positions in Å, forces in eV/Å.

Calculated values
Charge   -1
Lowest unoccupied orbital energy   -0.685 eV
Frontier orbital gap   6.06 eV
HOMO   -6.74 eV
Spin multiplicity   1
Energy above the lowest of the compared OMol25 structures with the same formula, charge and spin   1.211 eV

[2]
This record from the OMol25 dataset describes a molecular structure, C36H25Cl3GaN3O4Sb. The level of theory is ωB97M-V with the def2-TZVPD basis set.

Structure (XYZ):
```
73
Properties=species:S:1:pos:R:3:forces:R:3:lowdin_charge:R:1
Ga -0.046 -0.011 -0.160 -0.156 0.440 -0.068 0.1824
O 0.840 0.584 6.464 -0.120 0.042 0.015 -0.0056
C -0.195 0.107 5.979 0.108 -0.292 0.026 -0.6883
O -1.333 -0.106 6.416 0.024 0.137 0.021 0.0000
C -0.051 -0.255 4.468 0.023 0.095 0.068 -0.0489
C -1.160 -0.699 3.756 -0.061 -0.048 -0.002 0.0883
C -1.078 -0.758 2.383 0.033 0.003 0.017 -0.1614
N 0.054 -0.411 1.760 0.053 -0.115 0.011 0.0684
C 1.148 -0.031 2.427 -0.068 -0.030 0.089 -0.1614
C 1.134 0.035 3.804 0.030 -0.002 -0.028 0.0841
C 2.255 0.403 1.547 0.069 0.046 -0.072 -0.1796
C 3.523 0.718 2.001 0.005 0.001 0.046 0.0333
C 4.462 1.173 1.089 0.029 0.005 0.021 -0.0010
C 4.112 1.312 -0.246 0.030 0.018 -0.015 -0.0064
C 2.832 0.973 -0.632 -0.054 -0.025 -0.022 -0.0862
N 1.931 0.518 0.247 0.080 -0.092 -0.043 0.0558
C -2.182 -1.083 1.448 -0.051 0.011 -0.048 -0.1749
C -3.412 -1.577 1.842 -0.021 -0.013 0.034 0.0342
C -4.371 -1.826 0.872 -0.015 -0.004 0.011 -0.0053
C -4.083 -1.575 -0.462 -0.030 -0.005 -0.012 -0.0114
C -2.836 -1.081 -0.787 0.042 0.005 -0.007 -0.0649
N -1.914 -0.844 0.150 -0.003 -0.058 -0.002 0.0423
H -2.059 -0.902 4.327 0.018 0.006 -0.032 0.1323
H 1.962 0.389 4.406 -0.010 -0.010 -0.028 0.1323
H 3.765 0.613 3.049 0.001 -0.004 -0.014 0.1319
H 5.461 1.423 1.421 -0.022 -0.006 -0.005 0.1275
H 4.815 1.674 -0.983 0.001 -0.002 0.009 0.1252
H 2.506 1.068 -1.661 0.016 -0.026 0.028 0.1164
H -3.610 -1.771 2.887 0.001 0.003 -0.017 0.1302
H -5.339 -2.217 1.157 0.020 0.007 -0.001 0.1272
H -4.809 -1.758 -1.241 0.011 0.001 0.011 0.1231
H -2.546 -0.865 -1.807 -0.002 0.000 -0.004 0.1323
C -5.347 4.110 -0.438 0.031 -0.006 -0.001 -0.0614
C -5.074 2.993 0.343 -0.003 0.038 -0.035 -0.0697
C -3.766 2.558 0.491 0.018 -0.084 0.025 -0.1402
C -2.728 3.248 -0.133 -0.051 -0.018 0.003 -0.3606
C -3.003 4.360 -0.920 0.040 0.044 0.019 -0.1092
C -4.315 4.789 -1.070 -0.044 -0.026 0.015 -0.0621
Sb -0.750 2.591 0.110 0.185 -0.143 0.016 1.6590
C 0.444 3.842 -1.077 -0.082 0.027 -0.045 -0.3796
C 0.790 5.118 -0.639 0.017 0.002 -0.044 -0.1219
C 1.561 5.937 -1.453 0.002 -0.001 0.013 -0.0628
C 1.981 5.485 -2.697 -0.007 -0.025 -0.007 -0.0606
C 1.632 4.215 -3.136 0.006 0.031 0.012 -0.0630
C 0.861 3.390 -2.329 0.021 -0.021 -0.001 -0.1311
C -0.181 3.024 2.091 -0.105 0.008 0.056 -0.3635
C 1.129 3.389 2.387 0.006 -0.046 0.028 -0.1399
C 1.535 3.487 3.714 -0.001 0.010 -0.027 -0.0628
C 0.646 3.207 4.743 -0.040 0.022 0.004 -0.0492
C -0.668 2.858 4.449 0.039 0.059 -0.010 -0.0542
C -1.080 2.766 3.128 -0.013 0.052 0.014 -0.1127
H -6.368 4.450 -0.554 0.019 -0.005 0.003 0.1131
H -5.880 2.465 0.837 0.009 0.006 -0.005 0.1108
H -3.565 1.678 1.097 -0.010 0.029 -0.017 0.0853
H -2.201 4.899 -1.412 -0.014 -0.007 0.001 0.0984
H -4.529 5.658 -1.679 0.000 -0.015 0.010 0.1137
H 0.463 5.478 0.329 -0.004 0.004 0.022 0.1068
H 1.830 6.930 -1.115 -0.004 -0.019 -0.010 0.1135
H 2.579 6.129 -3.329 -0.004 -0.011 0.005 0.1127
H 1.952 3.865 -4.109 -0.002 0.006 0.006 0.1145
H 0.587 2.401 -2.685 -0.019 0.019 0.008 0.0891
H 1.838 3.595 1.592 0.017 0.016 -0.014 0.0972
H 2.555 3.775 3.942 -0.020 -0.004 0.001 0.1139
H 0.971 3.233 5.774 -0.003 0.000 -0.029 0.1202
H -1.356 2.627 5.252 0.007 0.006 -0.013 0.1259
H -2.110 2.493 2.916 0.021 0.006 -0.013 0.0969
Cl 3.165 -2.209 -2.306 -0.014 -0.009 -0.027 0.6749
C 1.406 -2.198 -2.295 0.016 0.018 0.057 -1.4583
Cl 0.861 -2.575 -0.616 0.006 0.018 0.006 0.6985
Cl 0.744 -3.415 -3.371 0.026 0.031 0.004 0.6840
C 0.904 -0.792 -2.780 -0.110 -0.171 -0.133 -0.7464
O 1.287 -0.411 -3.847 0.055 0.067 0.096 0.1041
O 0.054 -0.163 -2.012 0.027 0.000 0.022 -0.0954
```
Positions in Å, forces in eV/Å.

Calculated values
Charge   +1
Lowest unoccupied orbital energy   -4.148 eV
Frontier orbital gap   6.57 eV
HOMO   -10.71 eV
Spin multiplicity   1
Energy above the lowest of the compared OMol25 structures with the same formula, charge and spin   0.000 eV

[3]
This record from the OMol25 dataset describes a molecular structure, C36H26F5N6O4RuSSe at a distorted geometry. The level of theory is ωB97M-V with the def2-TZVPD basis set.

Structure (XYZ):
```
80
Properties=species:S:1:pos:R:3:forces:R:3:lowdin_charge:R:1
Ru 0.241 1.030 0.744 -1.924 -0.989 0.908 1.4327
C -1.313 2.959 4.300 0.141 0.018 -0.186 -0.0412
C -1.967 4.073 3.787 0.109 -0.160 -0.193 -0.0434
C -1.917 4.311 2.427 0.130 -0.088 0.044 0.0118
C -1.211 3.436 1.597 -0.109 0.207 0.165 -0.1955
N -0.593 2.356 2.117 0.008 0.090 -0.650 -0.0345
C -0.640 2.128 3.425 -0.065 -0.092 0.638 -0.1263
C -1.050 3.582 0.156 0.050 -0.157 -0.303 -0.1755
C -1.422 4.718 -0.566 -0.018 -0.158 0.140 -0.0267
C -1.167 4.790 -1.922 -0.040 0.115 0.016 -0.0817
C -0.558 3.726 -2.569 -0.063 -0.203 0.087 -0.0693
C -0.195 2.590 -1.861 0.086 -0.159 -0.261 -0.1031
C -0.422 2.508 -0.498 1.067 0.073 1.072 -0.1776
H -1.313 2.742 5.357 -0.022 -0.062 0.052 0.1077
H -2.504 4.744 4.441 -0.065 0.057 0.035 0.1111
H -2.417 5.170 2.007 -0.024 0.002 -0.079 0.1098
H -0.126 1.242 3.778 -0.114 -0.019 -0.104 0.1049
H -1.877 5.560 -0.066 -0.085 0.073 0.049 0.1030
H -1.430 5.679 -2.476 -0.037 0.068 -0.018 0.1023
H -0.350 3.782 -3.626 0.005 0.010 -0.149 0.1048
H 0.278 1.767 -2.383 0.103 -0.016 0.028 0.1028
C -2.344 -1.363 3.775 0.557 -0.250 -0.117 -0.0169
C -1.617 -1.449 2.435 -2.842 0.477 -1.376 -0.5348
C -1.476 -2.872 1.931 0.214 0.209 0.345 -0.0156
O -0.406 -0.778 2.507 2.230 0.251 -0.013 -0.1069
C -2.623 -0.623 1.402 1.968 -2.829 2.246 -0.6764
O -3.629 -1.230 1.116 -1.403 -0.085 -0.748 0.0438
O -2.207 0.501 1.129 0.749 2.814 -1.237 -0.0564
H -1.741 -1.844 4.544 0.022 -0.078 0.242 0.0804
H -3.304 -1.865 3.700 -0.056 0.020 -0.016 0.0897
H -2.506 -0.324 4.054 -0.013 0.109 0.017 0.0787
H -0.834 -3.435 2.608 0.100 -0.250 0.138 0.0828
H -1.034 -2.881 0.938 0.013 -0.047 -0.138 0.0604
H -2.452 -3.345 1.877 -0.036 0.009 -0.027 0.0913
H 0.312 -1.256 2.018 -0.938 0.075 0.527 0.0232
Se 3.114 -2.800 1.599 -0.186 2.127 0.629 1.2344
N 4.332 -1.853 2.487 0.290 -0.384 -0.010 -0.2212
C 3.891 -0.614 2.654 -0.965 -0.938 -0.747 -0.3672
C 4.536 0.436 3.310 -0.080 1.514 0.431 0.0428
C 3.894 1.669 3.362 1.719 -1.189 0.621 -0.0206
C 2.656 1.847 2.776 -1.580 -1.271 -1.274 -0.0710
N 2.002 0.847 2.158 -0.387 3.045 -0.318 0.0431
C 2.581 -0.351 2.094 0.624 -1.893 -0.178 -0.4313
N 1.984 -1.390 1.508 0.928 -0.517 0.197 -0.2410
H 5.501 0.279 3.764 0.129 0.029 0.008 0.1263
H 4.370 2.501 3.859 0.013 0.047 0.003 0.1153
H 2.172 2.817 2.771 -0.062 -0.089 -0.040 0.1250
S -1.239 -2.688 -4.898 -0.123 -0.181 0.315 0.9747
C -1.025 -1.927 -3.290 0.029 0.102 -0.238 -0.5044
C -0.102 -2.442 -2.394 -0.014 0.122 0.280 -0.0549
C 0.032 -1.826 -1.161 -0.024 -0.233 -0.357 -0.1444
N -0.701 -0.779 -0.801 -0.075 0.385 -0.039 0.0345
C -1.590 -0.294 -1.657 -0.282 -0.091 -0.113 -0.1198
C -1.779 -0.824 -2.923 0.152 -0.156 -0.025 -0.0502
C -2.232 -4.055 -4.278 0.171 0.353 -0.359 -0.5157
C -3.580 -3.858 -4.031 -0.008 -0.232 0.057 -0.0720
C -4.302 -4.923 -3.513 -0.093 0.416 -0.059 -0.1374
N -3.767 -6.102 -3.252 -0.331 -0.505 0.190 0.0587
C -2.487 -6.283 -3.516 0.370 -0.002 -0.062 -0.1468
C -1.665 -5.294 -4.038 -0.173 -0.046 0.052 -0.0818
H 0.516 -3.286 -2.655 0.057 -0.110 -0.033 0.1084
H 0.771 -2.173 -0.449 -0.071 0.087 -0.102 0.0764
H -2.182 0.545 -1.316 -0.017 -0.012 0.098 0.1118
H -2.491 -0.388 -3.605 -0.105 0.030 -0.029 0.1088
H -4.049 -2.908 -4.232 -0.044 0.095 0.014 0.1055
H -5.356 -4.823 -3.291 -0.095 0.086 -0.003 0.1079
H -2.098 -7.267 -3.289 0.129 -0.080 -0.029 0.1046
H -0.623 -5.480 -4.246 0.101 -0.014 0.004 0.1014
F 6.108 2.034 -3.144 0.036 -0.001 0.028 0.1024
C 5.034 1.590 -2.478 -0.266 -0.062 0.212 -0.1522
C 4.300 2.458 -1.669 0.144 -0.248 -0.213 -0.1497
F 4.680 3.735 -1.552 0.003 -0.066 0.022 0.1127
C 3.179 1.998 -1.007 -0.281 -0.481 0.098 -0.1363
F 2.456 2.819 -0.203 0.510 0.140 -0.252 0.0558
C 2.706 0.670 -1.139 1.192 0.636 -0.644 -0.3034
O 1.621 0.254 -0.622 -0.845 -0.277 0.372 -0.2086
C 3.513 -0.193 -1.928 -0.214 0.492 0.341 -0.1317
F 3.133 -1.478 -2.037 0.079 -0.049 -0.095 0.0855
C 4.642 0.256 -2.585 -0.031 0.343 0.073 -0.1489
F 5.357 -0.583 -3.343 -0.021 0.042 0.040 0.1151
```
Positions in Å, forces in eV/Å.

Calculated values
Lowest unoccupied orbital energy (alpha / beta)   -2.654 / -2.655 eV
Frontier orbital gap (alpha / beta)   4.80 / 4.81 eV
HOMO (alpha / beta)   -7.45 / -7.46 eV
Spin multiplicity   2
Energy above the lowest of the compared OMol25 structures with the same formula, charge and spin   2.781 eV

Number 1: calculated total energy -98396.1735 eV. Number 2: calculated total energy -146875.6222 eV. Number 3: calculated total energy -147231.8757 eV.